Here is a 2-piece molecular cluster, C4H7OP overall at a distorted geometry from OMol25. Energies are from ωB97M-V/def2-TZVPD.

The geometry in XYZ format:
```
13
Properties=species:S:1:pos:R:3
C 0.48415 -1.29281 -0.04137
C -0.63535 -1.08546 0.65672
C 1.21727 -0.00054 -0.44293
C -1.15178 0.34012 0.58876
O -0.66874 0.78895 -2.12388
P -0.22796 1.00100 -0.75087
H 0.88527 -2.29698 -0.00153
H -1.32818 -1.88804 0.85526
H 1.84055 0.48280 0.34195
H 1.72638 -0.16862 -1.39578
H -2.07170 0.72850 1.09607
H 0.05285 1.04820 1.65534
H -0.12277 2.34287 -0.43774
```

Values from the calculation:
Spin multiplicity: 1
E_tot (eV): -15594.7304
Net charge: 0
HOMO-LUMO gap (eV): 9.4
Energy above the lowest of the compared OMol25 structures with the same formula, charge and spin (eV): 2.707
Strongest force on any atom (eV/Å): 4.96

Here is an isolated ion of composition C4H7OS and charge +1 at a distorted geometry from OMol25. Energies are from ωB97M-V/def2-TZVPD.

The geometry in XYZ format:
```
13
Properties=species:S:1:pos:R:3
C -0.41806 0.26380 -1.54836
C -1.09521 1.23272 -1.14420
C 0.50809 -0.58663 -0.84792
C 0.08344 -0.83380 0.67392
O -0.49845 0.26285 1.31236
S 0.33335 1.30909 2.24278
H -0.33333 0.33165 -2.61344
H -1.88294 1.94497 -0.96387
H 0.69373 -1.63927 -1.30182
H 1.42902 0.01276 -0.78728
H -0.73517 -1.52952 0.72296
H 1.05825 -1.30761 0.92423
H 0.85729 0.53900 3.33065
```

Values from the calculation:
Spin multiplicity: 1
E_tot (eV): -17131.4983
Net charge: +1
HOMO-LUMO gap (eV): 6.0
Energy above the lowest of the compared OMol25 structures with the same formula, charge and spin (eV): 2.430
Strongest force on any atom (eV/Å): 3.36

Here is C4H7P as an isolated structure at a distorted geometry from OMol25. Energies are from ωB97M-V/def2-TZVPD.

The geometry in XYZ format:
```
12
Properties=species:S:1:pos:R:3
C -0.99078 0.27233 -1.20401
C 0.07409 -0.16334 -0.65200
C -0.76694 -0.84026 0.42945
C 1.50232 0.05531 -0.74603
P -1.07099 -0.01770 1.98798
H -1.86807 0.80499 -1.45460
H -0.93124 -1.90432 0.36438
H 1.97517 -0.92471 -0.73426
H 1.76774 0.63522 0.17067
H 1.91860 0.56791 -1.66556
H -1.91353 1.01090 1.27884
H 0.30364 0.50366 2.22513
```

Values from the calculation:
Spin multiplicity: 1
E_tot (eV): -13545.3117
Net charge: 0
HOMO-LUMO gap (eV): 9.2
Energy above the lowest of the compared OMol25 structures with the same formula, charge and spin (eV): 3.962
Strongest force on any atom (eV/Å): 3.32

Here is an isolated molecule of C4H7P at a distorted geometry from OMol25. Energies are from ωB97M-V/def2-TZVPD.

The geometry in XYZ format:
```
12
Properties=species:S:1:pos:R:3
C 2.87534 0.02832 -0.23474
C 1.68906 0.04357 0.21822
C -0.81502 -1.41492 0.17942
C -0.85743 1.44481 0.08365
P 0.07554 0.01692 1.00846
H 3.70212 0.07269 -0.94054
H -1.19830 -1.08808 -0.81275
H -1.86798 -1.56470 0.62296
H -0.46061 -2.45739 0.16853
H -1.88009 1.17383 -0.00211
H -0.52434 1.44175 -0.89457
H -0.73830 2.30320 0.60345
```

Values from the calculation:
Spin multiplicity: 1
E_tot (eV): -13547.3695
Net charge: 0
HOMO-LUMO gap (eV): 9.6
Energy above the lowest of the compared OMol25 structures with the same formula, charge and spin (eV): 1.904
Structure (SMILES): C#CP(C)C
Strongest force on any atom (eV/Å): 5.01

Here is an isolated molecule of C4H7PS at a distorted geometry from OMol25. Energies are from ωB97M-V/def2-TZVPD.

The geometry in XYZ format:
```
13
Properties=species:S:1:pos:R:3
C 0.24477 1.04671 0.17788
C 0.93730 -0.03137 -0.73074
C -1.05055 0.44099 0.66874
C -0.94446 -1.03340 0.69140
P 0.60565 -1.77598 -0.01699
S -2.25563 -0.34496 -0.40479
H 0.73828 1.38369 1.04723
H 0.19301 2.06146 -0.50695
H 0.58490 -0.03253 -1.74958
H 2.00510 0.08082 -0.74701
H -1.47353 1.05832 1.45703
H -1.23794 -1.47373 1.84494
H -0.17872 -2.09363 -1.26744
```

Values from the calculation:
Spin multiplicity: 1
E_tot (eV): -24383.4703
Net charge: 0
HOMO-LUMO gap (eV): 9.6
Energy above the lowest of the compared OMol25 structures with the same formula, charge and spin (eV): 0.933
Structure (SMILES): C1C[C@H]2S[C@H]2P1
Strongest force on any atom (eV/Å): 4.93

Here is an isolated molecule of C4H7PS at a distorted geometry from OMol25. Energies are from ωB97M-V/def2-TZVPD.

The geometry in XYZ format:
```
13
Properties=species:S:1:pos:R:3
C 0.16941 -0.72247 0.93009
C -0.81962 -0.53449 -0.20705
C -0.27985 0.89213 -0.42475
C 0.78852 0.71674 0.70467
P -1.94405 0.93613 0.25964
S 2.51091 0.63786 0.00920
H -0.14975 -1.05713 1.95943
H 0.99243 -1.34203 0.61188
H -1.26657 -1.11372 -0.97291
H 2.19334 -0.55290 -0.48699
H 0.92481 1.27460 1.61779
H -2.81861 1.11939 -0.87233
H 0.13731 1.46568 -1.23135
```

Values from the calculation:
Spin multiplicity: 1
E_tot (eV): -24382.7384
Net charge: 0
HOMO-LUMO gap (eV): 10.1
Energy above the lowest of the compared OMol25 structures with the same formula, charge and spin (eV): 1.665
Structure (SMILES): S[C@@H]1C[C@H]2P[C@@H]12
Strongest force on any atom (eV/Å): 2.90

Here is a 2-piece molecular cluster, C4H8 overall from OMol25. Energies are from ωB97M-V/def2-TZVPD.

The geometry in XYZ format:
```
12
Properties=species:S:1:pos:R:3
C 0.64056 -0.49929 -1.00746
C -0.02923 0.11908 0.19235
C -1.38660 -0.11783 0.35240
C 0.81610 0.81622 1.04849
H 1.31294 0.19660 -1.51260
H 1.18096 -1.42005 -0.78041
H -0.20087 -0.77203 -1.84820
H -1.91430 0.24174 1.22860
H -1.93388 -0.70483 -0.37155
H 0.45751 1.24407 1.97808
H -0.81243 -1.14252 -2.62159
H 1.86142 0.98036 0.80765
```

Values from the calculation:
Spin multiplicity: 2
E_tot (eV): -4273.1489
Net charge: -1
HOMO-LUMO gap (alpha / beta) (eV): 6.1 / 4.4
Energy above the lowest of the compared OMol25 structures with the same formula, charge and spin (eV): 2.388
Expectation value of S²: 0.760
Strongest force on any atom (eV/Å): 0.79

Here is a 2-piece molecular cluster, C4H8 overall at a distorted geometry from OMol25. Energies are from ωB97M-V/def2-TZVPD.

The geometry in XYZ format:
```
12
Properties=species:S:1:pos:R:3
C -0.25553 -0.02800 2.97740
C -0.51024 0.41619 4.23263
H 0.33240 0.55748 2.32829
H -0.78516 -0.86087 2.62094
H -0.20454 1.53925 4.41857
H -1.11170 -0.09195 5.08102
C 0.79097 -0.82427 -3.48155
C -0.04608 0.19465 -3.74322
H 1.04936 -1.52164 -4.21780
H 1.22602 -0.93212 -2.47752
H -0.38000 0.50704 -4.69671
H -0.10550 1.04424 -3.04204
```

Values from the calculation:
Spin multiplicity: 1
E_tot (eV): -4275.1185
Net charge: 0
HOMO-LUMO gap (eV): 11.0
Energy above the lowest of the compared OMol25 structures with the same formula, charge and spin (eV): 2.075
Structure (SMILES): C=C.C=C
Strongest force on any atom (eV/Å): 3.35

Here is an isolated molecule of C4H8 at a distorted geometry from OMol25. Energies are from ωB97M-V/def2-TZVPD.

The geometry in XYZ format:
```
12
Properties=species:S:1:pos:R:3
C 0.17754 0.73672 1.48146
C -0.01174 -0.35762 0.57072
C 0.18765 -0.03561 -0.91834
C -0.47090 -0.60151 -1.90138
H -0.05129 1.80503 1.14405
H -0.39495 0.71464 2.40230
H 1.11981 0.83898 1.95057
H -1.00609 -0.89958 0.59994
H 0.84491 -1.16172 0.75621
H 0.99940 0.81371 -1.13320
H -0.14243 -0.48834 -2.93108
H -1.25191 -1.36469 -2.02125
```

Values from the calculation:
Spin multiplicity: 1
E_tot (eV): -4275.9309
Net charge: 0
HOMO-LUMO gap (eV): 10.9
Energy above the lowest of the compared OMol25 structures with the same formula, charge and spin (eV): 1.262
Structure (SMILES): C=CCC
Strongest force on any atom (eV/Å): 4.69

Here is a 2-piece molecular cluster, C4H8 overall at a distorted geometry from OMol25. Energies are from ωB97M-V/def2-TZVPD.

The geometry in XYZ format:
```
12
Properties=species:S:1:pos:R:3
C -0.89962 0.85925 -0.03670
C -1.25979 -0.44668 0.09851
C 0.83223 -0.79246 -0.11738
C 1.36152 0.39708 0.05425
H -0.69792 1.51312 0.87180
H -0.83899 1.35605 -0.97119
H -1.66749 -0.95158 1.06175
H -1.41850 -0.99207 -0.86283
H 0.94051 -1.60373 0.66863
H 0.29061 -1.18789 -0.95643
H 1.88409 0.74153 0.97236
H 1.47335 1.10740 -0.78277
```

Values from the calculation:
Spin multiplicity: 1
E_tot (eV): -4272.3871
Net charge: 0
HOMO-LUMO gap (eV): 7.6
Energy above the lowest of the compared OMol25 structures with the same formula, charge and spin (eV): 4.806
Structure (SMILES): C=C.C=C
Strongest force on any atom (eV/Å): 5.29

Here is an isolated molecule of C4H8 at a distorted geometry from OMol25. Energies are from ωB97M-V/def2-TZVPD.

The geometry in XYZ format:
```
12
Properties=species:S:1:pos:R:3
C -1.25260 0.27680 0.70675
C 0.01556 -0.16326 -0.01203
C 1.04688 0.81681 -0.46633
C 0.22755 -1.43523 -0.25012
H -1.15305 0.10581 1.79552
H -1.31938 1.37109 0.64387
H -2.11802 -0.19081 0.22681
H 0.66010 1.88598 -0.47508
H 1.93915 0.81414 0.11198
H 1.30496 0.50627 -1.52144
H -0.44043 -2.21053 0.11500
H 1.08929 -1.77707 -0.87493
```

Values from the calculation:
Spin multiplicity: 1
E_tot (eV): -4276.8109
Net charge: 0
HOMO-LUMO gap (eV): 10.4
Energy above the lowest of the compared OMol25 structures with the same formula, charge and spin (eV): 0.382
Structure (SMILES): C=C(C)C
Strongest force on any atom (eV/Å): 2.61

Here is a 36-piece molecular cluster, C4H80F3NO36Si overall at a distorted geometry from OMol25. Energies are from ωB97M-V/def2-TZVPD.

The geometry in XYZ format:
```
125
Properties=species:S:1:pos:R:3
N 1.19813 2.02644 -0.26798
C -0.02962 1.27890 -0.55470
C -0.38660 0.28200 0.49684
O -0.91368 1.01886 1.60188
C 0.80454 -0.58045 0.92813
Si 1.34726 -1.68619 -0.44244
C 3.20077 -2.16654 -0.14343
F 3.35898 -2.98034 0.97101
F 4.03869 -1.10403 0.10214
F 3.80142 -2.84122 -1.16841
H 0.87868 2.88030 0.17650
H 1.56185 2.32164 -1.16611
H 0.03809 0.80789 -1.54675
H -0.87785 1.97794 -0.60172
H -1.18624 -0.34465 0.08095
H -1.66906 0.58087 2.00398
H 1.61729 0.07524 1.26274
H 0.53294 -1.21312 1.78395
H 1.33510 -1.11685 -1.80232
H 0.62494 -2.98033 -0.37769
O -1.09925 4.07363 0.44824
H -1.30375 4.01284 1.39499
H -1.66924 4.78965 0.14113
O 0.94877 -3.58085 -3.55197
H 1.90675 -3.64669 -3.47233
H 0.63022 -4.48442 -3.42902
O 5.44503 -4.81844 2.33262
H 4.92614 -4.28453 1.72184
H 6.03992 -4.19946 2.76205
O 1.43717 -0.56652 -4.50499
H 2.39503 -0.58854 -4.44521
H 1.14871 -1.47795 -4.38412
O 1.13854 2.69051 2.78666
H 0.49193 1.97012 2.69637
H 1.08471 2.95990 3.71730
O 0.29552 6.15707 -1.08482
H 1.24200 6.02788 -0.98431
H -0.09169 5.28790 -0.92099
O -1.76235 2.30487 -2.91474
H -1.22880 2.89585 -3.45306
H -2.05892 1.58835 -3.48238
O -3.50303 1.50264 2.82543
H -3.80171 1.44925 3.73767
H -4.00936 2.22621 2.44717
O -0.35259 -4.82486 -5.91130
H -0.89887 -4.26954 -6.48890
H 0.21833 -4.21109 -5.43701
O 1.42090 3.24606 5.61771
H 1.65550 2.49447 6.16829
H 0.77792 3.74744 6.12546
O -6.30533 0.53341 3.68659
H -6.70899 0.42803 2.82292
H -6.45330 -0.29947 4.14058
O -1.15742 5.23789 -3.25078
H -1.46353 5.87958 -3.90551
H -0.55719 5.73662 -2.67602
O -1.64625 7.32948 0.85802
H -1.34733 7.94596 0.18549
H -0.83150 6.95434 1.20317
O 4.93278 1.75690 0.89539
H 4.89393 0.84175 1.17530
H 4.00688 2.01154 0.78124
O -3.52781 1.06038 -0.38342
H -3.04103 1.63438 -0.98807
H -3.82492 0.31102 -0.91093
O 3.66638 1.49700 4.19165
H 3.02365 1.86458 3.56501
H 4.39617 2.12003 4.18423
O -1.85447 -3.16921 -7.74053
H -1.29277 -2.43427 -8.00132
H -2.12135 -3.59900 -8.56485
O 3.05831 -6.57013 2.76542
H 2.37426 -6.18892 2.20614
H 3.83374 -6.01019 2.62871
O 3.95536 -1.92275 4.05264
H 4.47806 -1.18582 3.71317
H 3.61583 -2.36597 3.27145
O 1.51345 3.66927 -3.38197
H 0.80362 4.28240 -3.61772
H 1.37204 2.88452 -3.91764
O 3.90032 1.60907 -1.83231
H 4.24515 2.23513 -2.47327
H 4.66594 1.27855 -1.34998
O 1.65326 -6.94753 0.21045
H 2.57098 -7.22343 0.30347
H 1.14670 -7.74779 0.37530
O -5.40903 -1.12805 -0.54029
H -5.97950 -1.89603 -0.60247
H -5.36550 -0.89476 0.39027
O -1.62741 4.11767 3.44568
H -0.70961 3.95916 3.68199
H -2.01815 3.23448 3.44608
O -0.77526 -5.65367 2.64684
H -0.39693 -5.14488 1.92503
H -0.03766 -6.13420 3.03376
O -0.98520 -6.84719 -4.01989
H -0.84143 -6.17941 -4.71088
H -0.13160 -7.25129 -3.85762
O 2.51099 0.01390 6.23503
H 3.44200 -0.15245 6.04225
H 2.17406 -0.87176 6.38747
O -4.42516 8.13491 1.69744
H -3.50572 7.85595 1.60539
H -4.77517 8.13808 0.80115
O 4.08773 -1.59489 8.34554
H 3.58206 -2.40892 8.29898
H 3.44248 -0.88168 8.35700
O -5.67578 9.32861 -1.07309
H -6.42728 9.62964 -1.58727
H -5.02064 10.02516 -1.15563
O -1.84976 -4.49818 5.27379
H -1.12855 -3.90685 5.05035
H -2.02722 -4.93708 4.43421
O -2.62872 -5.50120 -9.48872
H -3.17984 -5.65006 -10.25986
H -2.58109 -6.34788 -9.03866
O -2.65140 5.62765 -5.61060
H -3.03604 5.69472 -6.48562
H -2.88623 4.75697 -5.27710
O -4.06221 -1.80108 -5.57264
H -3.18148 -2.11510 -5.79883
H -4.52788 -1.82703 -6.41114
O 3.88265 -8.71980 4.85949
H 3.52169 -8.12878 4.19018
H 4.53110 -8.19013 5.32606
```

Values from the calculation:
Spin multiplicity: 1
E_tot (eV): -96679.1874
Net charge: 0
HOMO-LUMO gap (eV): 8.5
Strongest force on any atom (eV/Å): 1.26

What did the second record say?
Here is an isolated ion of composition C4H7OS and charge +1 at a distorted geometry from OMol25. Energies are from ωB97M-V/def2-TZVPD.

The geometry in XYZ format:
```
13
Properties=species:S:1:pos:R:3
C -0.41806 0.26380 -1.54836
C -1.09521 1.23272 -1.14420
C 0.50809 -0.58663 -0.84792
C 0.08344 -0.83380 0.67392
O -0.49845 0.26285 1.31236
S 0.33335 1.30909 2.24278
H -0.33333 0.33165 -2.61344
H -1.88294 1.94497 -0.96387
H 0.69373 -1.63927 -1.30182
H 1.42902 0.01276 -0.78728
H -0.73517 -1.52952 0.72296
H 1.05825 -1.30761 0.92423
H 0.85729 0.53900 3.33065
```

Values from the calculation:
Spin multiplicity: 1
E_tot (eV): -17131.4983
Net charge: +1
HOMO-LUMO gap (eV): 6.0
Energy above the lowest of the compared OMol25 structures with the same formula, charge and spin (eV): 2.430
Strongest force on any atom (eV/Å): 3.36

> Which value of E_tot does entry 7 give?

-4273.1489 eV

> Which of these has the highest spin multiplicity?

number 7